1.
Computed, not measured: C18H22Cl2O2Re as an isolated structure, with ωB97M-V/def2-TZVPD.

The geometry in XYZ format:
```
45
Properties=species:S:1:pos:R:3:forces:R:3:mulliken_spin:R:1
Re -0.744 -0.384 -0.916 1.309 -0.120 0.906 1.85
Cl 1.351 -0.497 -2.087 0.673 -0.118 -1.320 0.10
Cl 2.809 0.542 0.727 1.011 0.662 0.330 0.00
O -1.964 -1.547 -0.485 -1.874 -1.669 -0.117 0.24
O -1.476 -1.101 -2.974 -1.026 -0.884 -0.297 0.03
C 0.534 -3.893 2.837 0.708 0.103 -0.404 0.05
C 1.136 -5.125 3.140 0.960 0.578 -0.296 -0.02
C 3.274 -4.258 2.386 0.198 -0.191 0.155 -0.02
C 2.518 -5.320 2.885 -0.715 -0.088 0.213 0.04
C -1.451 1.527 -1.709 0.152 0.031 0.575 0.02
C 0.263 2.632 -0.597 -0.784 -0.332 -0.411 0.00
C -0.225 2.265 -1.870 -0.171 1.432 0.907 0.23
C -3.015 1.160 0.384 0.004 0.265 0.090 0.01
C 1.386 3.583 -0.368 0.423 -0.179 0.182 0.00
C 0.369 -0.852 0.663 0.698 -2.641 3.424 -0.30
C -2.529 1.430 -2.746 -0.075 0.388 -0.236 0.02
C 1.280 -2.849 2.191 0.330 -0.393 0.103 -0.07
C -1.677 1.358 -0.260 0.610 1.025 -0.300 0.02
C 0.720 -1.709 1.521 -1.277 1.463 -1.601 0.37
C -0.402 2.192 1.844 0.166 -0.083 0.302 0.00
C 2.683 -3.035 2.080 -0.244 -0.306 -0.024 0.04
C -0.557 2.049 0.379 -0.302 0.851 -0.390 0.34
C 0.335 2.759 -3.147 0.107 -0.056 -0.328 0.00
H -0.520 -1.063 -3.091 0.903 -0.564 -0.381 -0.01
H -1.755 -1.748 -2.264 0.099 -0.132 -0.619 0.01
H -2.857 0.741 1.383 -0.320 -0.214 -0.219 0.00
H -3.644 0.517 -0.238 0.077 -0.103 0.383 -0.01
H 1.427 2.709 -3.138 -0.018 -0.204 -0.117 0.01
H -2.412 2.226 -3.484 -0.127 0.269 0.049 0.00
H 1.695 3.567 0.679 0.049 -0.028 -0.082 0.00
H -3.521 1.510 -2.291 0.023 0.028 -0.080 -0.01
H -0.985 1.419 2.365 0.189 0.247 -0.009 0.00
H 2.270 3.308 -0.955 -0.089 0.025 0.090 0.00
H -2.459 0.504 -3.293 -0.388 -0.010 -0.180 0.00
H -0.061 2.183 -3.982 0.209 -0.155 -0.153 0.00
H -3.529 2.120 0.507 -0.081 0.159 0.025 -0.01
H 0.558 -5.949 3.551 -0.042 0.213 0.015 0.00
H 0.090 3.805 -3.365 -0.151 0.199 0.136 0.03
H -0.771 3.191 2.137 0.093 -0.212 0.262 0.02
H 1.101 4.617 -0.625 -0.020 -0.163 -0.042 0.00
H 3.260 -2.199 1.700 -0.028 0.008 -0.168 0.00
H 0.655 2.079 2.137 -0.312 0.016 -0.064 0.01
H 4.352 -4.433 2.227 -0.565 0.332 0.051 0.00
H -0.514 -3.742 3.064 -0.036 0.031 -0.247 0.00
H 3.001 -6.289 3.096 -0.347 0.522 -0.110 0.00
```
Forces are in eV/Å.

The energy above the lowest of the compared OMol25 structures with the same formula, charge and spin comes out at 0.000 eV. The value obtained for the total energy is -50290.24779 eV. The spin multiplicity is 4. The LUMO energy (alpha / beta) comes out at 0.191 / 0.191 Ha. As for the expectation value of S²: 3.80. Its net charge is -2.

2.
Computed, not measured: an isolated molecule of C9H13O5, with ωB97M-V/def2-TZVPD.

The geometry in XYZ format:
```
27
Properties=species:S:1:pos:R:3:forces:R:3:mulliken_spin:R:1
O -1.369 -0.541 -0.766 -1.512 0.912 1.512 0.23
O -0.069 -2.837 0.606 -4.268 -1.916 -2.911 0.52
O -1.036 -2.965 -0.282 2.617 0.075 1.753 1.08
O 0.490 1.314 -2.062 -0.507 -1.526 -0.888 0.02
O -0.288 -1.199 -1.666 0.722 -1.715 -0.653 0.47
C 2.262 -2.368 0.532 0.199 -0.142 0.445 -0.01
C -1.446 3.041 0.287 -0.042 0.210 0.077 0.02
C -0.706 0.583 -0.053 -2.201 -0.082 0.450 -0.08
C -1.808 1.683 -0.267 1.063 -0.461 -0.031 0.00
C -0.467 0.165 1.386 -2.028 1.813 -1.411 0.28
C 0.848 -0.854 -0.922 -0.039 -1.449 -1.209 -0.07
C 0.925 -1.617 0.451 2.421 3.604 1.056 0.24
C 0.453 -0.786 1.601 2.093 -1.886 -0.539 0.16
C 0.600 0.654 -0.832 0.468 1.566 1.389 0.11
H -2.733 1.284 0.167 0.248 0.108 0.040 -0.01
H 1.676 -1.179 -1.576 0.005 0.451 0.465 0.00
H 1.333 1.250 -0.277 0.096 -0.542 0.114 0.00
H -2.265 3.739 0.121 -0.028 0.113 0.015 0.00
H -1.262 3.000 1.361 0.080 0.044 0.005 0.00
H -0.027 0.683 -2.622 0.411 0.911 0.269 0.00
H 3.027 -1.941 -0.135 -0.390 0.007 0.313 0.00
H -1.134 0.609 2.146 0.738 -0.262 -0.291 0.03
H -0.563 3.443 -0.215 -0.003 -0.032 0.094 0.00
H 2.118 -3.413 0.226 0.111 0.214 0.012 0.01
H 2.677 -2.371 1.549 -0.205 0.003 -0.211 0.00
H 0.743 -1.129 2.592 -0.133 0.019 -0.109 0.03
H -1.980 1.750 -1.349 0.085 -0.034 0.243 0.00
```
Forces are in eV/Å.

The energy above the lowest of the compared OMol25 structures with the same formula, charge and spin comes out at 4.981 eV. The value obtained for the total energy is -19768.51687 eV. The spin multiplicity is 4. The LUMO energy (alpha / beta) comes out at 0.022 / -0.122 Ha. As for the expectation value of S²: 3.77.

3.
Computed, not measured: a 2-piece molecular cluster, C4H6N2 overall, with ωB97M-V/def2-TZVPD.

The geometry in XYZ format:
```
12
Properties=species:S:1:pos:R:3:forces:R:3:lowdin_charge:R:1
N -1.194 -0.787 2.724 0.735 0.424 -0.507 0.16
N 0.271 1.327 0.200 -0.342 0.085 -0.157 0.12
C -0.404 -0.368 1.991 -0.676 -0.259 0.897 -0.17
C -0.107 0.105 -0.330 -1.093 -0.144 0.200 -0.48
C -0.879 -0.485 -1.217 -0.244 0.078 0.253 0.03
C 0.528 0.087 0.983 -0.064 -0.254 0.170 -0.23
H 1.259 -0.248 -1.577 1.342 0.182 -0.162 0.06
H 1.585 -0.086 1.188 -0.289 -0.146 -0.276 0.14
H -0.563 1.835 0.476 0.127 0.275 0.242 0.13
H -1.041 -1.552 -1.158 0.021 0.040 -0.127 0.08
H -1.320 0.099 -2.016 -0.056 -0.135 0.068 0.08
H 1.865 0.073 -1.265 0.539 -0.146 -0.601 0.08
```
Forces are in eV/Å.

The energy above the lowest of the compared OMol25 structures with the same formula, charge and spin comes out at 4.334 eV. The value obtained for the total energy is -7221.25663 eV. The LUMO energy comes out at 0.030 Ha. The SMILES is C=C1N[C@H]1C#N.[H][H].

4.
Computed, not measured: an isolated ion of composition C3H9N2O and charge +1, with ωB97M-V/def2-TZVPD.

The geometry in XYZ format:
```
15
Properties=species:S:1:pos:R:3:forces:R:3:lowdin_charge:R:1
O -0.538 1.007 0.682 -2.758 0.374 -0.217 0.01
N 1.320 0.619 1.674 2.313 -1.328 0.883 0.19
N -1.681 -0.599 -1.037 2.415 0.401 -3.107 0.18
C 0.897 -0.074 -0.797 -1.621 1.487 -0.409 -0.05
C 0.564 0.508 0.597 1.076 0.852 -1.186 -0.58
C -0.219 -1.185 -0.902 -0.042 -0.027 -1.113 -0.09
H 0.710 0.813 -1.574 0.279 -1.976 1.703 0.18
H 2.297 0.206 1.763 -2.098 0.920 0.064 0.17
H -2.276 -1.312 -0.763 -1.647 -1.764 0.996 0.11
H -1.932 -0.478 -2.098 0.664 0.626 2.632 0.22
H -1.729 0.198 -0.361 0.201 0.441 -0.506 0.13
H 0.733 0.944 2.466 1.278 -0.280 -0.446 0.15
H 1.913 -0.411 -0.984 -0.137 -0.484 0.195 0.11
H -0.070 -1.877 -1.768 -0.141 0.666 0.727 0.14
H -0.274 -1.776 0.017 0.218 0.092 -0.215 0.13
```
Forces are in eV/Å.

The energy above the lowest of the compared OMol25 structures with the same formula, charge and spin comes out at 1.059 eV. The value obtained for the total energy is -8278.01499 eV. The LUMO energy comes out at -0.124 Ha. The SMILES is NC(=O)CC[NH3+]. Its net charge is +1.

5.
Computed, not measured: a 12-piece molecular cluster, C19H55FN25O13S overall, with ωB97M-V/def2-TZVPD.

The geometry in XYZ format:
```
114
Properties=species:S:1:pos:R:3:forces:R:3:lowdin_charge:R:1
S -2.967 5.684 0.923 -0.321 0.214 -0.052 0.97
F 0.036 -0.036 1.159 0.123 0.127 -0.223 0.09
O 7.732 -6.621 -1.206 -0.105 0.076 0.158 0.00
O 7.851 -2.380 0.225 0.065 -0.004 -0.026 0.01
O 12.450 -8.819 -1.081 -0.040 -0.097 0.007 0.01
O -7.671 5.825 4.597 -0.115 -0.039 0.011 0.00
O -12.691 3.089 3.942 -0.002 -0.032 0.048 0.00
O 4.182 2.811 -4.507 0.112 -0.153 -0.041 -0.04
O -12.604 1.007 0.906 0.162 0.147 -0.182 0.02
O -13.794 0.027 -3.143 0.017 -0.139 0.090 0.02
O -4.597 1.174 5.840 -0.029 0.138 0.036 -0.02
O -3.690 3.445 -0.312 0.149 -0.236 -0.523 0.03
O 6.010 1.762 -0.953 0.245 -0.142 0.201 0.03
O -0.198 1.251 2.903 -0.374 -0.299 -0.074 0.07
O 10.243 -6.701 -4.356 -0.023 -0.367 -0.104 0.02
N -12.642 -0.922 2.079 0.031 -0.011 0.066 0.15
N 6.737 1.961 -3.091 -0.045 -0.164 0.268 0.17
N 2.221 2.057 -3.613 -0.136 0.005 -0.217 0.16
N 8.239 1.623 -1.360 0.052 -0.030 0.145 0.14
N -13.022 -0.927 -0.204 0.109 0.114 -0.093 0.16
N 8.300 -8.111 0.411 -0.113 0.028 0.048 0.16
N 6.825 -1.562 -1.626 0.211 0.006 -0.009 0.16
N 9.280 -8.184 -1.682 -0.130 -0.038 -0.061 0.17
N 10.166 -4.501 -3.850 0.135 -0.078 0.100 0.16
N -11.636 0.154 -3.814 0.005 -0.007 0.043 0.16
N -2.336 0.934 5.924 0.032 -0.048 0.134 0.15
N -13.193 -1.008 -5.068 -0.038 -0.034 -0.017 0.15
N 13.954 -8.053 -2.595 0.064 -0.049 0.029 0.15
N -4.661 3.591 1.644 0.550 0.976 -0.163 0.04
N -10.754 3.926 4.775 0.067 -0.055 0.090 0.15
N -10.772 2.864 2.737 -0.038 -0.122 -0.164 0.16
N -3.398 1.212 3.913 -0.242 0.025 -0.215 0.17
N -6.087 4.205 4.410 0.082 0.095 -0.083 0.17
N 12.322 -6.657 -1.748 0.112 0.001 0.226 0.16
N 1.270 2.410 -0.038 -0.205 -0.135 -0.437 -0.15
N 11.107 -5.215 -5.838 0.103 -0.111 -0.017 0.15
N -7.433 4.313 6.270 -0.124 -0.028 0.119 0.14
N 3.725 3.153 -2.310 -0.068 0.425 0.107 0.17
N 7.132 -3.837 -1.358 0.256 0.106 0.103 0.15
N -5.088 2.454 1.026 -0.310 -1.098 -0.139 0.04
C -0.462 4.590 1.861 0.073 0.374 -0.250 -0.25
C 6.931 1.782 -1.749 -0.065 0.255 -0.484 -0.71
C 12.879 -7.900 -1.761 -0.107 0.139 -0.113 -0.68
C 7.301 -2.581 -0.848 -0.083 0.040 -0.102 -0.69
C -1.684 5.472 2.185 0.457 -0.535 0.387 -0.46
C 8.394 -7.589 -0.847 0.239 -0.063 -0.124 -0.67
C -11.491 3.279 3.820 0.126 0.006 -0.026 -0.69
C -12.930 -0.257 -3.955 0.108 0.086 -0.021 -0.68
C 10.487 -5.550 -4.665 -0.119 0.397 0.219 -0.68
C -3.829 4.167 0.823 0.105 -0.213 0.489 -0.66
C 0.024 4.576 0.397 0.292 -0.412 0.294 -0.21
C 0.379 1.056 1.868 0.032 0.500 0.782 -0.46
C 0.046 3.145 -0.224 0.400 0.338 -0.405 -0.35
C 1.462 1.961 1.299 0.364 -0.152 -0.672 -0.28
C -4.494 2.385 -0.116 -0.112 0.622 0.573 -0.17
C 3.424 2.694 -3.536 -0.268 -0.141 0.289 -0.69
C -7.091 4.850 5.054 0.151 -0.146 0.027 -0.70
C -3.517 1.107 5.260 0.148 0.084 -0.087 -0.69
C -12.749 -0.203 0.920 0.024 -0.127 0.118 -0.67
H -14.136 -1.321 -5.196 -0.003 0.016 0.012 0.10
H -5.620 3.398 4.789 -0.024 -0.042 0.017 0.07
H 2.387 1.367 1.316 -0.036 -0.036 0.105 0.11
H -6.986 3.505 6.664 0.050 -0.025 -0.075 0.09
H 14.320 -7.317 -3.166 -0.039 0.017 0.000 0.09
H -0.057 3.287 -1.309 -0.161 -0.039 0.029 0.08
H 8.844 -8.892 0.725 0.047 0.006 -0.045 0.09
H 3.112 3.022 -1.514 -0.234 -0.206 0.258 0.07
H 7.468 -4.620 -0.820 -0.128 -0.098 -0.144 0.06
H 6.687 -4.021 -2.236 -0.073 -0.021 0.030 0.09
H -11.252 2.375 1.995 -0.185 -0.045 0.085 0.06
H -4.241 1.339 3.381 0.013 0.016 -0.021 0.08
H 11.347 -5.963 -6.460 -0.023 -0.003 -0.001 0.10
H -9.766 4.091 4.694 -0.023 0.138 -0.034 0.06
H 7.489 1.981 -3.753 0.024 0.042 0.018 0.09
H -11.240 4.252 5.588 -0.032 0.018 -0.032 0.09
H 1.585 2.744 2.072 -0.106 -0.035 0.138 0.10
H 6.379 -1.705 -2.511 -0.101 -0.009 0.048 0.09
H -0.624 3.573 2.215 -0.230 0.003 -0.088 0.08
H -12.500 -1.251 -5.749 0.016 0.025 0.009 0.09
H 4.606 3.611 -2.174 0.024 -0.070 0.018 0.09
H 14.382 -8.958 -2.628 -0.018 -0.005 0.004 0.10
H -8.173 4.760 6.777 0.041 0.040 0.011 0.09
H 11.321 -4.272 -6.102 -0.058 0.012 0.011 0.09
H 9.011 1.630 -1.998 -0.024 -0.010 -0.027 0.09
H -0.882 2.614 0.098 -0.016 0.001 0.093 0.09
H 5.792 2.097 -3.430 0.044 0.107 -0.215 0.05
H 9.686 -4.712 -2.991 -0.127 0.033 -0.030 0.10
H -13.113 -0.427 -1.074 -0.214 0.002 -0.056 0.06
H 9.866 -8.958 -1.427 0.138 0.077 0.077 0.09
H -12.754 -1.916 2.129 -0.013 0.001 -0.026 0.09
H -2.518 1.179 3.429 0.201 -0.025 0.020 0.07
H 9.357 -7.787 -2.604 0.179 0.025 -0.135 0.07
H -5.796 4.550 3.509 0.011 -0.154 0.019 0.07
H -1.346 6.495 2.357 -0.195 0.129 -0.224 0.07
H 10.358 -3.544 -4.075 -0.064 0.013 -0.028 0.09
H -1.449 0.884 5.455 -0.039 0.015 -0.084 0.09
H -12.449 -0.406 2.919 -0.034 0.040 -0.014 0.10
H 12.650 -5.893 -2.308 -0.032 -0.033 -0.060 0.09
H 1.621 1.944 -2.809 0.127 0.001 0.170 0.08
H 1.948 1.683 -4.500 0.030 0.009 -0.003 0.09
H -9.786 3.024 2.654 -0.006 0.058 0.047 0.09
H 1.071 4.888 0.359 -0.027 0.103 0.010 0.10
H -2.123 5.142 3.128 -0.233 0.054 -0.100 0.08
H -10.909 -0.066 -4.467 -0.010 -0.011 -0.007 0.09
H -13.134 -1.922 -0.204 -0.028 0.002 0.056 0.09
H -0.531 5.280 -0.229 -0.182 -0.079 0.074 0.07
H -2.375 0.858 6.922 -0.017 0.007 -0.006 0.10
H -11.416 0.712 -3.009 -0.008 0.015 -0.008 0.11
H 8.414 1.489 -0.381 -0.016 -0.019 -0.006 0.10
H -4.601 1.632 -0.874 0.097 0.019 -0.072 0.13
H 6.927 -0.626 -1.277 -0.151 -0.016 0.067 0.06
H 7.656 -7.674 1.044 0.007 0.014 -0.010 0.10
H 11.523 -6.519 -1.156 -0.063 -0.031 -0.071 0.10
H 0.344 4.984 2.490 -0.068 -0.063 0.109 0.10
```
Forces are in eV/Å.

The value obtained for the total energy is -98030.46738 eV. The LUMO energy comes out at 0.047 Ha. Its net charge is -1.

no.,largest force on an atom (eV Å⁻¹)
1,4.38
2,5.51
3,1.36
4,3.96
5,1.15